No. 1
The following is a quantum chemistry calculation of one molecule with the formula C4H4ClNOS at a distorted geometry, from the OMol25 dataset.

## Properties
E = -1143.173899 Ha
structure (SMILES) = Cc1nsc(Cl)c1O
HOMO-LUMO gap = 9.602 eV
HOMO = -9.07 eV
total charge = 0
ΔE to the lowest compared entry with this formula, charge and spin = 8.4 kcal/mol

Last column: Löwdin charge in e.
CARTESIAN COORDINATES (ANGSTROEM)
Cl (3.1079, -1.2767, 0.0813)  0.66
S (1.9769, 1.6126, -0.0162)  0.97
O (0.1636, -1.7547, -0.0249)  0.06
N (0.3678, 1.8448, -0.0049)  -0.29
C (-1.8163, 0.4738, 0.0988)  -0.01
C (0.5351, -0.4685, -0.0174)  -0.44
C (1.8234, -0.1058, -0.0374)  -0.91
C (-0.3077, 0.6965, 0.0141)  -0.35
H (-2.2285, 1.3598, 0.6417)  0.10
H (-2.3316, 0.4296, -0.8814)  0.09
H (-2.0866, -0.4180, 0.4986)  0.03
H (0.7961, -2.3935, -0.3522)  0.09



No. 2
The following is a quantum chemistry calculation of C3H6MnO4 as an isolated structure at a distorted geometry, from the OMol25 dataset.

## Properties
E = -1569.529732 Ha
HOMO-LUMO gap (alpha / beta) = 8.810 / 9.644 eV
2S+1 = 7
HOMO (alpha / beta) = -13.53 / -15.09 eV
total charge = +1
ΔE to the lowest compared entry with this formula, charge and spin = 13.8 kcal/mol

Last column: Mulliken spin population.
CARTESIAN COORDINATES (ANGSTROEM)
Mn (0.8824, 1.5200, -0.5495)  4.84
O (-0.9258, 1.0731, -0.2087)  0.09
O (2.5129, 1.0989, 0.4882)  0.07
O (1.8115, -0.1180, -1.1938)  0.08
O (3.6130, -0.7628, -0.0062)  0.00
C (-2.6503, -0.5200, 0.5297)  0.79
C (-1.3045, -0.2949, -0.0109)  0.10
C (2.6347, 0.0833, -0.2541)  -0.04
H (-1.1487, -0.6392, 1.1923)  0.02
H (-2.9663, -0.0971, 1.4867)  0.01
H (-1.6224, 1.6764, 0.0752)  -0.02
H (-3.4654, -0.5651, -0.1985)  0.05
H (-0.8678, -0.8844, -0.8253)  0.01
H (3.4967, -1.5703, -0.5250)  0.00



No. 3
The following is a quantum chemistry calculation of an isolated ion of composition C4H11NO and charge +1 at a distorted geometry, from the OMol25 dataset.

## Properties
E = -288.626167 Ha
HOMO-LUMO gap (alpha / beta) = 11.228 / 5.476 eV
2S+1 = 2
HOMO (alpha / beta) = -14.96 / -14.89 eV
total charge = +1
ΔE to the lowest compared entry with this formula, charge and spin = 55.9 kcal/mol

Last column: Mulliken spin population.
CARTESIAN COORDINATES (ANGSTROEM)
O (0.7424, 0.8665, -1.4186)  0.01
N (-2.3211, -0.1682, 0.3528)  0.78
C (0.2486, -0.0515, 0.9956)  0.13
C (0.5991, -0.2265, -0.4691)  0.02
C (1.9879, -0.8656, -0.4677)  0.00
C (-1.2093, 0.4611, 1.1086)  0.02
H (0.4763, -0.9166, 1.6406)  0.00
H (-2.1960, -0.0828, -0.6628)  0.00
H (-0.0951, -0.9450, -0.9316)  0.00
H (0.8753, 0.7229, 1.4572)  0.00
H (2.6004, -0.2377, 0.1921)  0.01
H (-1.5654, 0.5825, 2.1382)  0.03
H (0.0023, 1.4735, -1.2765)  0.00
H (-2.4538, -1.1593, 0.5932)  -0.01
H (-1.2182, 1.4799, 0.6739)  0.00
H (2.4122, -0.8743, -1.4779)  0.01
H (1.9745, -1.8891, -0.0857)  0.00